This record from the Open Molecules 2025 dataset describes a 2-piece molecular cluster, C5H11NO3S2 overall in a non-equilibrium geometry. The level of theory is the ωB97M-V functional and the def2-TZVPD basis.

Structure (XYZ):
```
22
C5H11NO3S2 (the ωB97M-V functional and the def2-TZVPD basis)
C 0.15530 -1.99427 -0.87960
C -1.23604 0.36818 1.53778
C 2.66556 1.18322 -0.57060
C -2.13646 0.41025 -1.28270
C 0.44943 -0.60664 -0.49951
N 1.16780 -2.81319 -0.50938
O -0.82474 -2.29728 -1.55429
O 2.93598 -1.19020 0.48508
O 0.01906 1.96283 -0.80708
S 1.91330 -0.13059 0.49902
S -0.31814 0.68960 -1.49019
H -1.78469 -0.43059 1.19308
H -0.31666 0.12298 2.21354
H -1.17982 1.34683 1.16285
H 2.45953 2.11389 -0.05026
H 2.26145 1.11720 -1.58348
H 3.73924 0.85437 -0.65570
H -2.53839 -0.52128 -1.03101
H -2.58934 0.92812 -2.17558
H -2.12450 0.99728 -0.29951
H 2.11502 -2.60651 -0.04099
H 1.05767 -3.78683 -0.72205
```

The spin multiplicity is 1. The calculation puts the frontier orbital gap (alpha / beta) at 7.26 / 8.26 eV. As for the total energy: -1273.746777 Ha. The calculation puts the strongest force on any atom at 5.1 eV Å⁻¹. The LUMO energy (alpha / beta) comes out at -0.0628 / -0.0114 Ha. For the HOMO energy (alpha / beta), the calculation gives -9.0 / -8.6 eV. As for the energy relative to the best compared isomer or geometry (same formula, charge and spin): 96.26 kcal per mole.

Atom charges from the Löwdin analysis, given in e for atoms 1 to 6: -0.621, 0.091, -0.216, -0.203, -0.430, 0.146